Record 1
Below is 9 unconnected molecules or ions with the total composition C5H25NO10 at a distorted geometry, with properties calculated with ωB97M-V/def2-TZVPD.

Computed properties:
molar mass	259.3	g/mol
orbital gap	9.4	eV
energy above the lowest of the compared OMol25 structures with the same formula, charge and spin	495.7	kJ/mol
max |F|	5.811	eV/Å
LUMO energy	0.244	eV
structure (SMILES)	CCN(C=O)CC=O.O.O.O.O.O.O.O.O

Last columns: bonded neighbours and bond lengths (Å).
Positions of all 41 atoms, in Å:
1 O 2.061 -2.524 0.147  H25 0.908, H30 0.968
2 O -2.209 -1.400 2.460  H29 0.936, H40 0.943
3 O 0.553 3.458 1.603  H18 0.945, H31 0.899
4 O -2.679 2.479 -0.752  H19 1.078, H41 0.932
5 O -0.111 -3.037 1.719  H27 0.939, H28 0.912
6 O 1.340 0.449 0.165  C15 1.238
7 O -0.289 1.229 3.863  H22 1.005, H32 1.060
8 O -1.625 1.039 1.346  H17 1.032, H20 0.895
9 O 3.165 -0.850 1.605  H21 0.995, H33 1.005
10 O 0.214 -2.209 -3.270  C14 1.242
11 N 0.406 0.695 -1.877  C12 1.543, C15 1.372, C16 1.441
12 C -0.903 1.233 -2.490  N11 1.543, C13 1.555, H36 1.084, H39 1.080
13 C -2.052 0.200 -2.312  C12 1.555, H23 1.097, H24 1.134, H35 1.049
14 C 0.977 -1.622 -2.486  O10 1.242, C16 1.517, H26 1.118
15 C 0.476 0.987 -0.539  O6 1.238, N11 1.372, H34 1.133
16 C 1.316 -0.148 -2.610  N11 1.441, C14 1.517, H37 1.084, H38 1.067
17 H -0.734 1.410 1.713  O8 1.032
18 H 0.159 3.426 2.461  O3 0.945
19 H -2.248 2.072 0.148  O4 1.078
20 H -1.421 0.169 1.400  O8 0.895
21 H 3.825 -0.716 0.873  O9 0.995
22 H 0.323 0.544 3.456  O7 1.005
23 H -1.931 -0.095 -1.263  C13 1.097
24 H -2.256 -0.723 -2.937  C13 1.134
25 H 1.552 -1.820 0.414  O1 0.908
26 H 1.559 -2.294 -1.809  C14 1.118
27 H 0.693 -3.196 1.260  O5 0.939
28 H -0.493 -3.785 2.075  O5 0.912
29 H -2.073 -1.884 1.671  O2 0.936
30 H 2.903 -2.587 0.621  O1 0.968
31 H 1.362 3.087 1.475  O3 0.899
32 H -1.138 0.595 3.900  O7 1.060
33 H 2.816 0.080 1.761  O9 1.005
34 H -0.325 1.752 -0.302  C15 1.133
35 H -3.000 0.611 -2.492  C13 1.049
36 H -1.299 2.150 -2.068  C12 1.084
37 H 2.354 0.131 -2.475  C16 1.084
38 H 1.297 0.145 -3.636  C16 1.067
39 H -0.543 1.575 -3.450  C12 1.080
40 H -3.075 -1.553 2.798  O2 0.943
41 H -3.379 3.073 -0.912  O4 0.932

---

Record 2
Below is 8 unconnected molecules or ions with the total composition C5H25NO7 at a distorted geometry, with properties calculated with ωB97M-V/def2-TZVPD.

Computed properties:
molar mass	211.3	g/mol
orbital gap	10.0	eV
energy above the lowest of the compared OMol25 structures with the same formula, charge and spin	247.4	kJ/mol
max |F|	4.521	eV/Å
LUMO energy	0.472	eV
structure (SMILES)	C/C=C/CCN.O.O.O.O.O.O.O

Last columns: bonded neighbours and bond lengths (Å).
Positions of all 38 atoms, in Å:
1 O 3.065 -2.460 -1.147  H16 0.963, H34 0.909
2 O 0.661 -3.473 -0.457  H21 0.974, H37 0.983
3 O 1.440 -0.231 -1.721  H18 0.941, H29 0.941
4 O -1.853 2.175 0.504  H22 0.998, H23 0.947
5 O 0.146 2.526 2.580  H32 0.908, H36 0.995
6 O 0.214 3.433 -0.034  H14 0.960, H35 1.001
7 O 2.702 1.932 -0.943  H24 0.996, H38 0.993
8 N -2.066 0.384 -1.525  C13 1.556, H26 1.041, H28 1.066
9 C 1.522 -0.628 1.530  C10 1.495, H15 1.045, H17 1.065, H30 1.091
10 C 0.126 -1.163 1.483  C9 1.495, C11 1.326, H20 1.027
11 C -0.723 -0.717 0.567  C10 1.326, C12 1.510, H25 1.151
12 C -2.184 -1.081 0.467  C11 1.510, C13 1.525, H27 1.052, H33 1.153
13 C -2.831 -0.812 -0.887  N8 1.556, C12 1.525, H19 1.062, H31 1.092
14 H -0.626 3.643 0.381  O6 0.960
15 H 1.866 -0.204 0.639  C9 1.045
16 H 2.235 -2.806 -0.799  O1 0.963
17 H 1.716 0.247 2.105  C9 1.065
18 H 1.527 -1.138 -1.487  O3 0.941
19 H -2.877 -1.744 -1.394  C13 1.062
20 H -0.233 -1.900 2.102  C10 1.027
21 H 0.679 -3.881 0.427  O2 0.974
22 H -1.850 1.299 0.982  O4 0.998
23 H -2.348 2.066 -0.296  O4 0.947
24 H 3.168 2.752 -1.263  O7 0.996
25 H -0.502 0.240 -0.032  C11 1.151
26 H -2.485 0.729 -2.413  N8 1.041
27 H -2.691 -0.571 1.235  C12 1.052
28 H -1.126 -0.075 -1.727  N8 1.066
29 H 2.203 0.318 -1.764  O3 0.941
30 H 2.168 -1.457 1.824  C9 1.091
31 H -3.855 -0.440 -0.804  C13 1.092
32 H -0.460 3.145 2.855  O5 0.908
33 H -2.342 -2.164 0.829  C12 1.153
34 H 3.134 -2.685 -2.025  O1 0.909
35 H -0.079 2.709 -0.660  O6 1.001
36 H 0.153 2.341 1.602  O5 0.995
37 H 0.450 -2.516 -0.392  O2 0.983
38 H 1.958 2.207 -0.344  O7 0.993

---

Record 3
Below is 7 unconnected molecules or ions with the total composition C5H25NO7 at a distorted geometry, with properties calculated with ωB97M-V/def2-TZVPD.

Computed properties:
molar mass	211.3	g/mol
orbital gap	9.4	eV
energy above the lowest of the compared OMol25 structures with the same formula, charge and spin	126.4	kJ/mol
max |F|	2.073	eV/Å
LUMO energy	0.043	eV
structure (SMILES)	COC[C@H](C)N.CO.O.O.O.O.O

Last columns: bonded neighbours and bond lengths (Å).
Positions of all 38 atoms, in Å:
1 O 4.272 -2.655 5.145  H17 0.969, H35 0.968
2 O 1.615 -3.892 2.266  H32 0.964, H34 0.961
3 O 3.849 -1.745 2.520  H18 0.962, H20 0.963
4 O 6.073 -4.733 3.919  H31 0.968, H37 0.961
5 O 4.472 -3.425 10.020  C10 1.401, C12 1.401
6 O 6.662 -1.272 5.857  H27 0.962, H36 0.961
7 O -0.146 -1.207 5.947  C13 1.410, H19 0.959
8 N 5.999 -1.984 11.975  C9 1.492, H21 1.020, H25 1.018
9 C 4.573 -1.689 11.650  N8 1.492, C10 1.534, C11 1.511, H33 1.089
10 C 4.255 -2.052 10.194  O5 1.401, C9 1.534, H23 1.110, H29 1.097
11 C 4.321 -0.216 11.876  C9 1.511, H15 1.090, H22 1.093, H26 1.090
12 C 4.323 -3.845 8.692  O5 1.401, H28 1.090, H30 1.098, H38 1.092
13 C 1.007 -1.729 5.325  O7 1.410, H14 1.097, H16 1.095, H24 1.087
14 H 0.983 -2.823 5.408  C13 1.097
15 H 3.451 0.131 11.319  C11 1.090
16 H 1.951 -1.428 5.791  C13 1.095
17 H 4.267 -2.707 4.177  O1 0.969
18 H 4.612 -1.668 1.939  O3 0.962
19 H -0.196 -1.529 6.849  O7 0.959
20 H 3.682 -0.851 2.838  O3 0.963
21 H 6.069 -2.990 11.824  N8 1.020
22 H 5.191 0.367 11.565  C11 1.093
23 H 3.168 -1.845 10.120  C10 1.110
24 H 1.057 -1.493 4.266  C13 1.087
25 H 6.575 -1.588 11.235  N8 1.018
26 H 4.246 -0.005 12.943  C11 1.090
27 H 7.380 -1.913 5.865  O6 0.962
28 H 4.852 -4.783 8.524  C12 1.090
29 H 4.754 -1.368 9.496  C10 1.097
30 H 4.837 -3.151 8.013  C12 1.098
31 H 5.578 -4.333 4.648  O4 0.968
32 H 2.116 -3.070 2.289  O2 0.964
33 H 3.967 -2.354 12.263  C9 1.089
34 H 1.258 -3.939 1.376  O2 0.961
35 H 4.988 -2.038 5.352  O1 0.968
36 H 7.011 -0.495 6.301  O6 0.961
37 H 5.517 -5.457 3.617  O4 0.961
38 H 3.269 -3.932 8.421  C12 1.092

---

Record 4
Below is 8 unconnected molecules or ions with the total composition C5H25NO7 at a distorted geometry, with properties calculated with ωB97M-V/def2-TZVPD.

Computed properties:
molar mass	211.3	g/mol
total charge	+1
orbital gap (alpha / beta)	10.1 / 6.6	eV
energy above the lowest of the compared OMol25 structures with the same formula, charge and spin	0.0	kJ/mol
⟨S²⟩	0.759
2S+1	2
max |F|	2.582	eV/Å
LUMO energy (alpha / beta)	-3.572 / -7.080	eV

Last columns: bonded neighbours and bond lengths (Å).
Positions of all 38 atoms, in Å:
1 O -0.992 -0.649 -2.299  H23 0.964, H24 0.964
2 O 2.770 -1.523 0.610  H33 0.958, H34 0.966
3 O -1.033 1.971 -1.071  H17 0.952, H27 0.957
4 O 2.714 0.281 -2.404  H15 0.963, H29 0.938
5 O -1.626 -3.148 -0.015  H28 0.955, H32 0.951
6 O -4.221 0.380 -1.263  H35 0.956, H38 0.957
7 O 1.614 -2.860 -1.702  H14 0.961, H16 0.966
8 N 2.890 2.048 0.163  C12 1.354, H19 1.015, H20 1.019
9 C -2.448 0.448 2.508  C11 1.529, H18 1.094, H26 1.092, H37 1.089
10 C 1.021 0.946 1.082  C12 1.374, C13 1.476, H30 1.087
11 C -1.365 0.696 1.457  C9 1.529, C13 1.571, H22 1.083, H36 1.074
12 C 2.149 1.713 1.245  N8 1.354, C10 1.374, H31 1.084
13 C 0.054 0.485 2.097  C10 1.476, C11 1.571, H21 1.102, H25 1.095
14 H 1.363 -2.444 -2.532  O7 0.961
15 H 2.175 0.349 -3.199  O4 0.963
16 H 1.343 -2.184 -1.069  O7 0.966
17 H -0.161 2.351 -1.101  O3 0.952
18 H -2.621 -0.630 2.573  C9 1.094
19 H 2.921 3.041 -0.045  N8 1.015
20 H 2.750 1.459 -0.658  N8 1.019
21 H 0.305 -0.567 2.308  C13 1.102
22 H -1.332 -0.106 0.730  C11 1.083
23 H -1.232 -1.347 -1.679  O1 0.964
24 H -0.581 0.040 -1.766  O1 0.964
25 H 0.141 0.861 3.121  C13 1.095
26 H -2.135 0.736 3.514  C9 1.092
27 H -1.692 2.555 -1.444  O3 0.957
28 H -1.376 -3.605 0.784  O5 0.955
29 H 3.288 -0.444 -2.558  O4 0.938
30 H 0.769 0.461 0.142  C10 1.087
31 H 2.301 2.263 2.167  C12 1.084
32 H -1.975 -3.620 -0.763  O5 0.951
33 H 3.427 -0.862 0.833  O2 0.958
34 H 3.022 -1.945 -0.222  O2 0.966
35 H -3.391 0.626 -0.857  O6 0.956
36 H -1.458 1.618 0.913  C11 1.074
37 H -3.378 0.950 2.249  C9 1.089
38 H -4.002 -0.344 -1.848  O6 0.957

---

Record 5
Below is 8 unconnected molecules or ions with the total composition C5H25NO8 at a distorted geometry, with properties calculated with ωB97M-V/def2-TZVPD.

Computed properties:
molar mass	227.3	g/mol
orbital gap	10.1	eV
energy above the lowest of the compared OMol25 structures with the same formula, charge and spin	187.7	kJ/mol
max |F|	3.631	eV/Å
LUMO energy	0.431	eV
structure (SMILES)	C=CC[C@H](N)CO.O.O.O.O.O.O.O

Last columns: bonded neighbours and bond lengths (Å).
Positions of all 39 atoms, in Å:
1 O -1.588 2.477 1.069  H37 0.960, H39 1.025
2 O 1.877 2.863 -1.753  H15 0.944, H33 0.993
3 O -0.098 -3.978 0.857  H17 0.953, H18 0.970
4 O -3.448 -1.740 -0.675  H26 0.922, H36 0.960
5 O 0.455 3.998 0.231  H19 1.017, H27 0.943
6 O -2.032 -1.757 1.586  C10 1.424, H24 0.934
7 O 0.704 -2.612 -1.693  H22 0.920, H28 1.003
8 O 0.579 0.800 -2.811  H20 1.004, H32 0.999
9 N -1.165 0.165 -0.673  C11 1.476, H21 1.044, H25 1.035
10 C -1.305 -0.541 1.728  O6 1.424, C11 1.542, H29 1.123, H34 1.124
11 C -0.442 -0.458 0.453  N9 1.476, C10 1.542, C14 1.568, H38 1.159
12 C 3.179 -0.462 0.638  C13 1.326, H16 1.104, H31 1.101
13 C 1.963 -0.532 1.163  C12 1.326, C14 1.481, H30 1.110
14 C 0.862 0.364 0.738  C11 1.568, C13 1.481, H23 1.125, H35 1.149
15 H 1.461 2.092 -2.105  O2 0.944
16 H 3.448 0.289 -0.124  C12 1.104
17 H -0.724 -3.330 1.166  O3 0.953
18 H 0.166 -3.741 -0.046  O3 0.970
19 H 0.927 3.640 -0.595  O5 1.017
20 H -0.124 0.478 -2.169  O8 1.004
21 H -1.452 1.137 -0.419  N9 1.044
22 H 0.373 -1.755 -1.649  O7 0.920
23 H 1.108 0.994 -0.160  C14 1.125
24 H -2.575 -1.933 2.325  O6 0.934
25 H -2.033 -0.355 -0.889  N9 1.035
26 H -3.420 -2.557 -1.101  O4 0.922
27 H 1.122 4.192 0.869  O5 0.943
28 H 1.695 -2.468 -1.625  O7 1.003
29 H -0.650 -0.644 2.635  C10 1.123
30 H 1.689 -1.273 1.942  C13 1.110
31 H 3.999 -1.102 1.002  C12 1.101
32 H 1.116 -0.036 -2.913  O8 0.999
33 H 1.912 3.488 -2.523  O2 0.993
34 H -2.042 0.299 1.845  C10 1.124
35 H 0.661 1.176 1.527  C14 1.149
36 H -2.968 -1.810 0.154  O4 0.960
37 H -2.285 3.137 1.057  O1 0.960
38 H -0.167 -1.543 0.154  C11 1.159
39 H -0.780 3.040 0.782  O1 1.025

---

Record 6
Below is 8 unconnected molecules or ions with the total composition C5H25NO8 at a distorted geometry, with properties calculated with ωB97M-V/def2-TZVPD.

Computed properties:
molar mass	227.3	g/mol
orbital gap	10.2	eV
energy above the lowest of the compared OMol25 structures with the same formula, charge and spin	121.2	kJ/mol
max |F|	2.409	eV/Å
LUMO energy	0.418	eV
structure (SMILES)	CCC(=O)N(C)C.O.O.O.O.O.O.O

Last columns: bonded neighbours and bond lengths (Å).
Positions of all 39 atoms, in Å:
1 O -1.160 3.605 0.746  H21 0.977, H38 0.964
2 O 1.955 -1.650 0.691  H18 0.980, H35 0.967
3 O 1.096 -3.601 -1.101  H19 0.970, H31 0.987
4 O 2.283 0.979 0.384  H23 0.963, H29 0.979
5 O 2.647 -0.531 3.184  H27 0.964, H30 0.962
6 O 0.660 2.877 2.751  H15 0.968, H24 0.965
7 O 0.092 0.203 3.331  H25 0.956, H39 0.957
8 O -0.484 -1.758 -2.272  C14 1.236
9 N -0.590 0.424 -1.831  C10 1.454, C12 1.445, C14 1.357
10 C -1.059 1.636 -1.179  N9 1.454, H16 1.087, H20 1.080, H34 1.083
11 C -2.026 -1.176 -0.573  C13 1.530, C14 1.500, H28 1.081, H36 1.089
12 C 0.420 0.582 -2.852  N9 1.445, H22 1.095, H26 1.092, H32 1.089
13 C -3.100 -2.107 -1.139  C11 1.530, H17 1.081, H33 1.091, H37 1.092
14 C -1.044 -0.844 -1.656  O8 1.236, N9 1.357, C11 1.500
15 H 0.455 2.172 3.382  O6 0.968
16 H -1.496 2.302 -1.919  C10 1.087
17 H -2.678 -2.924 -1.707  C13 1.081
18 H 1.589 -2.108 -0.095  O2 0.980
19 H 1.926 -3.419 -1.568  O3 0.970
20 H -0.282 2.118 -0.603  C10 1.080
21 H -0.590 3.642 1.540  O1 0.977
22 H 1.405 0.259 -2.500  C12 1.095
23 H 1.683 1.259 -0.316  O4 0.963
24 H 0.925 2.468 1.918  O6 0.965
25 H 0.311 -0.293 4.117  O7 0.956
26 H 0.290 -0.061 -3.724  C12 1.092
27 H 2.811 -0.444 2.238  O5 0.964
28 H -2.501 -0.285 -0.187  C11 1.081
29 H 2.495 0.057 0.133  O4 0.979
30 H 2.756 0.364 3.519  O5 0.962
31 H 0.523 -2.993 -1.628  O3 0.987
32 H 0.451 1.577 -3.293  C12 1.089
33 H -3.844 -1.625 -1.774  C13 1.091
34 H -1.864 1.409 -0.491  C10 1.083
35 H 2.187 -2.380 1.281  O2 0.967
36 H -1.546 -1.674 0.268  C11 1.089
37 H -3.680 -2.549 -0.327  C13 1.092
38 H -1.537 4.493 0.753  O1 0.964
39 H 0.518 -0.005 2.499  O7 0.957

---

The lowest energy above the lowest of the compared OMol25 structures with the same formula, charge and spin belongs to which entry? number 4

---

The highest energy above the lowest of the compared OMol25 structures with the same formula, charge and spin belongs to which entry? C5H25NO10

---

Copy entry 3 word for word.
Below is 7 unconnected molecules or ions with the total composition C5H25NO7 at a distorted geometry, with properties calculated with ωB97M-V/def2-TZVPD.

Computed properties:
molar mass	211.3	g/mol
orbital gap	9.4	eV
energy above the lowest of the compared OMol25 structures with the same formula, charge and spin	126.4	kJ/mol
max |F|	2.073	eV/Å
LUMO energy	0.043	eV
structure (SMILES)	COC[C@H](C)N.CO.O.O.O.O.O

Last columns: bonded neighbours and bond lengths (Å).
Positions of all 38 atoms, in Å:
1 O 4.272 -2.655 5.145  H17 0.969, H35 0.968
2 O 1.615 -3.892 2.266  H32 0.964, H34 0.961
3 O 3.849 -1.745 2.520  H18 0.962, H20 0.963
4 O 6.073 -4.733 3.919  H31 0.968, H37 0.961
5 O 4.472 -3.425 10.020  C10 1.401, C12 1.401
6 O 6.662 -1.272 5.857  H27 0.962, H36 0.961
7 O -0.146 -1.207 5.947  C13 1.410, H19 0.959
8 N 5.999 -1.984 11.975  C9 1.492, H21 1.020, H25 1.018
9 C 4.573 -1.689 11.650  N8 1.492, C10 1.534, C11 1.511, H33 1.089
10 C 4.255 -2.052 10.194  O5 1.401, C9 1.534, H23 1.110, H29 1.097
11 C 4.321 -0.216 11.876  C9 1.511, H15 1.090, H22 1.093, H26 1.090
12 C 4.323 -3.845 8.692  O5 1.401, H28 1.090, H30 1.098, H38 1.092
13 C 1.007 -1.729 5.325  O7 1.410, H14 1.097, H16 1.095, H24 1.087
14 H 0.983 -2.823 5.408  C13 1.097
15 H 3.451 0.131 11.319  C11 1.090
16 H 1.951 -1.428 5.791  C13 1.095
17 H 4.267 -2.707 4.177  O1 0.969
18 H 4.612 -1.668 1.939  O3 0.962
19 H -0.196 -1.529 6.849  O7 0.959
20 H 3.682 -0.851 2.838  O3 0.963
21 H 6.069 -2.990 11.824  N8 1.020
22 H 5.191 0.367 11.565  C11 1.093
23 H 3.168 -1.845 10.120  C10 1.110
24 H 1.057 -1.493 4.266  C13 1.087
25 H 6.575 -1.588 11.235  N8 1.018
26 H 4.246 -0.005 12.943  C11 1.090
27 H 7.380 -1.913 5.865  O6 0.962
28 H 4.852 -4.783 8.524  C12 1.090
29 H 4.754 -1.368 9.496  C10 1.097
30 H 4.837 -3.151 8.013  C12 1.098
31 H 5.578 -4.333 4.648  O4 0.968
32 H 2.116 -3.070 2.289  O2 0.964
33 H 3.967 -2.354 12.263  C9 1.089
34 H 1.258 -3.939 1.376  O2 0.961
35 H 4.988 -2.038 5.352  O1 0.968
36 H 7.011 -0.495 6.301  O6 0.961
37 H 5.517 -5.457 3.617  O4 0.961
38 H 3.269 -3.932 8.421  C12 1.092